DFT (ωB97M-V/def2-TZVPD) results for a cluster of 2 separate species, C3H12N2OS in total in a non-equilibrium geometry.

Positions of all 19 atoms, in Å:
N (-0.87, 0.02, 2.23)
C (-0.16, 0.55, 1.11)
C (-0.38, 0.14, -0.40)
N (-1.88, 0.70, -0.66)
C (0.67, 0.69, -1.32)
S (0.63, -0.08, -3.05)
H (-1.62, -0.49, 1.83)
H (-0.37, -0.73, 2.71)
H (0.91, 0.20, 1.28)
H (-0.45, 1.59, 1.13)
H (-0.47, -0.92, -0.37)
H (-2.54, 0.09, -0.15)
H (-2.00, 0.65, -1.63)
H (1.74, 0.62, -0.80)
H (0.75, 1.83, -1.44)
H (0.78, 1.22, -3.72)
O (1.40, -2.17, 1.02)
H (1.61, -1.47, 1.57)
H (2.25, -2.43, 0.66)

Properties
**Total energy**: -19166.6018 eV
**LUMO level**: 0.5 eV
**Total charge**: 0
**HOMO-LUMO gap**: 9.82 eV
**SMILES**: NC[C@@H](N)CS.O
**HOMO level**: -9.27 eV
**ΔE to the lowest compared entry with this formula, charge and spin**: 206.4 kJ/mol